Record 1
# C47H43CoN7O4S2

A structure of composition C47H43CoN7O4S2 (the ωB97M-V functional and the def2-TZVPD basis, the Open Molecules 2025 dataset).

Geometry as XYZ:
```
104
Properties=species:S:1:pos:R:3:mulliken_charge:R:1
C 1.74640 0.09063 -3.50440 -0.7251
H -6.48688 3.44322 0.31015 0.2728
N 2.37475 -1.47061 3.31605 -0.4857
C -1.12690 -5.02327 -0.49133 0.7475
H -2.47491 -5.90408 0.93040 0.4163
H -3.00046 3.01740 0.44832 0.2857
C -5.03254 -0.13185 0.00801 -0.4244
C -4.33805 -1.31738 -0.22279 -1.4966
C -2.80030 7.16439 0.78809 -0.7213
C -3.67337 6.93535 1.83746 -0.7594
C 2.24927 -0.53371 -1.10886 0.9744
H -4.27843 5.58142 3.38204 0.4186
C -2.16943 -0.18284 0.04668 0.1083
H -3.32055 -7.58143 -0.68502 0.4020
C -1.13327 -5.94552 -2.69466 -0.7804
C 2.13207 -4.25208 0.95611 -0.1164
C 4.67877 -0.12603 -0.67999 0.0728
H -4.88826 -2.23177 -0.41393 0.4328
Co -0.22533 -0.29857 0.09503 -0.4885
H -0.34242 -5.98075 2.52012 0.3317
O -2.48943 3.62091 2.90596 -0.2308
H -1.89194 0.29025 -2.44106 0.3589
C 0.80798 0.44826 -4.46044 -0.9002
H -4.43346 3.23523 3.52239 0.3509
N -0.85723 4.02086 0.74255 0.3427
H -1.28902 0.79601 -4.81335 0.4699
H 0.07569 -4.25869 -2.08098 0.3636
H -6.83173 1.83839 0.99244 0.3549
H 3.82223 3.72255 -1.22077 0.4693
C -6.25986 2.38257 0.23656 -1.1175
C 1.32531 -0.17613 -2.21142 0.0195
O -4.86923 2.25429 0.45261 -0.3499
C -2.95383 -1.32570 -0.20038 0.2853
C 1.91733 2.28420 1.80888 -0.1571
N 1.68778 -0.57457 0.04706 2.2232
H -0.76788 -5.94791 -3.71398 0.4183
C 1.76329 -6.34942 2.75690 -0.6569
C 3.22933 -4.91009 1.49777 -0.6714
C -2.08767 -6.87402 -2.29483 -0.4712
C 3.91079 3.23197 0.86379 -1.1410
H 2.74898 2.99062 -3.10605 0.3838
H 6.78096 0.16810 -0.40891 0.4547
S -0.54395 -3.77128 0.65725 -0.2424
H -6.54159 2.01843 -0.75389 0.4201
O 1.24735 2.98605 -1.67122 -0.0461
C 3.04587 -5.95688 2.38990 -0.5891
C -3.41854 3.28984 3.92296 -1.0187
C -1.03139 2.66212 0.51825 0.1955
C 1.68715 -1.05537 2.21636 0.4264
H -2.45649 -2.26674 -0.41621 0.2316
H 3.37591 -1.36177 3.28346 0.2619
C -2.67399 4.77009 2.21495 1.0126
H 2.79943 0.02650 -3.74470 0.6635
C 6.01583 -0.38579 -0.93910 -0.9653
C 1.26679 2.36883 0.58756 -1.3250
H -2.46867 -7.59699 -3.00490 0.3802
H 4.93773 3.56195 0.96053 0.4263
C 4.05196 -1.79558 -2.28721 -0.2384
H 1.62306 -7.15630 3.46458 0.3852
H 3.72332 2.63784 2.91667 0.4182
C 3.23330 2.71411 1.95400 -0.9328
C 1.88699 3.58121 -2.78120 -1.2909
H 2.24765 -3.41004 0.28512 0.1751
H -2.83342 8.09418 0.23571 0.3877
H 4.39511 0.61882 0.05123 0.3871
H 2.21585 4.59964 -2.55598 0.4353
H 3.28144 -2.35553 -2.80565 0.4965
C 0.86270 -4.66596 1.31899 0.9667
C -2.09273 -5.92992 -0.08413 -0.5505
H 1.92337 -1.32154 4.20200 0.2535
H -1.22697 6.32681 -0.41344 0.4508
C -4.29969 1.01891 0.22234 1.2347
C -0.86589 0.24615 -2.78503 -0.2483
H -3.38402 4.01098 4.74331 0.3718
C 1.96150 2.90676 -0.50940 0.5736
S -0.00806 -0.80069 2.36301 -0.8210
H -3.12290 2.31105 4.28815 0.2597
H 7.42156 -1.55768 -2.06661 0.4088
H 4.22886 -4.59228 1.22848 0.4835
C -3.61188 5.74104 2.54702 -0.7449
N 2.42854 -0.94161 1.12228 -1.6287
C -2.89311 0.99483 0.22549 -0.5307
N -2.31696 2.28166 0.37869 0.1009
C -0.52330 0.52643 -4.09954 -1.0850
H 1.36911 1.85395 2.63934 0.5728
N 0.03096 -0.09410 -1.86816 1.0829
C 3.27811 3.32884 -0.37398 -0.3453
C -1.82393 4.97144 1.11432 0.1774
H 1.14956 3.60735 -3.57932 0.2626
C 5.39116 -2.06515 -2.53830 -0.9318
H 1.11660 0.66970 -5.47477 0.4393
H 0.02531 4.38368 0.42061 0.2768
C 0.66237 -5.69517 2.22860 -0.6198
C -2.56690 -6.86726 -0.99172 -0.7007
H 5.66271 -2.82944 -3.25613 0.4360
C -1.89436 6.17650 0.42795 -0.6836
O 0.05682 -2.69604 -0.19011 0.1938
H 3.90430 -6.46339 2.81260 0.3943
H -6.11316 -0.11906 0.01890 0.4195
H -4.40131 7.68498 2.11970 0.3956
C 3.68392 -0.82837 -1.35601 -0.2874
N -0.03325 1.85384 0.41304 0.8452
C 6.37673 -1.35631 -1.86644 -0.5684
C -0.65109 -5.00852 -1.79239 -0.1726
```

Summary:
* ΔE to the lowest compared entry with this formula, charge and spin: 0.0 kcal per mole
* multiplicity: 2
* Kohn-Sham gap (spin up / spin down): 7.0 / 7.2 eV
* E_HOMO (spin up / spin down): -6.713 / -6.904 eV
* lowest unoccupied orbital energy (spin up / spin down): 0.277 / 0.267 eV

Record 2
# C5H8N2

The molecule C5H8N2 (the ωB97M-V functional and the def2-TZVPD basis, the Open Molecules 2025 dataset).

Geometry as XYZ:
```
15
Properties=species:S:1:pos:R:3:mulliken_charge:R:1
C 1.39057 -0.14631 0.43313 -0.3246
H -0.38390 0.83194 -2.84162 0.3061
C 0.16773 -0.35679 1.10037 0.4970
H -0.99528 -0.23017 2.77520 0.2311
H 2.25923 0.25432 0.94731 0.2966
H -1.62788 -1.14453 0.42618 0.2445
H -0.61873 -1.26087 -1.78343 0.4246
H 0.67813 0.01630 3.00617 0.2405
C -0.19772 -0.49573 -1.12546 0.5169
N -0.05629 -0.37453 2.43690 -0.4451
C -0.35712 0.92162 -1.75728 -1.2451
H 0.51657 1.52784 -1.50645 0.3174
C 1.28869 -0.40186 -0.93366 -1.1141
N -0.81844 -0.57856 0.21555 -0.2961
H -1.24553 1.43734 -1.39290 0.3503
```

Summary:
* ΔE to the lowest compared entry with this formula, charge and spin: 64.1 kcal per mole
* multiplicity: 1
* Kohn-Sham gap: 8.0 eV
* E_HOMO: -7.363 eV
* lowest unoccupied orbital energy: 0.642 eV

Record 3
# C10H21N3

The ion C10H21N3 with charge +2 (the ωB97M-V functional and the def2-TZVPD basis, the Open Molecules 2025 dataset).

Geometry as XYZ:
```
34
Properties=species:S:1:pos:R:3:mulliken_charge:R:1
H -3.98965 -1.70632 0.16905 0.3384
H -1.86122 -1.98901 2.34826 0.4074
H -0.96780 -0.44170 1.82014 0.3711
H -2.71175 0.64943 -1.90957 0.3947
H 5.25728 -0.49603 0.04297 0.3403
N 1.60740 -1.29632 -0.71699 -0.7346
C -1.23494 -1.45687 1.49536 -1.1083
H -1.15013 3.96899 1.23950 0.3770
H 4.19005 -1.11932 -1.33397 0.5252
H 0.02125 3.49094 -0.05776 0.5030
H -2.03725 -0.97589 -2.48153 0.4049
C -1.80184 -0.04655 -1.85455 -0.9549
H 3.19509 0.51541 1.06214 0.4068
C -1.87602 -1.23464 0.24652 1.2159
C 4.24647 -0.84393 -0.30711 -1.6400
C -0.51825 0.75058 0.05749 -0.7253
H -0.33774 -2.10826 1.36850 0.2908
C -0.41553 3.14952 0.83742 -1.5595
H 3.38323 1.20558 -0.49757 0.3679
H 1.26037 1.68844 0.15460 0.4190
H -1.96229 1.57304 1.29098 0.3749
C -1.27991 1.90078 0.45547 -0.0931
N -1.56937 -0.23618 -0.47508 0.4446
H -2.02528 2.19028 -0.24469 0.4121
N 1.82451 -0.16863 -0.29634 0.7600
C 3.23006 0.25402 -0.01146 0.0339
C -2.94498 -2.20109 -0.19953 -1.3489
H 2.35245 -1.99412 -0.77364 0.2642
H -3.26204 -2.17032 -1.27293 0.3786
H 0.25026 3.04722 1.75703 0.3969
H -0.90271 0.52381 -2.30220 0.3040
H -2.82190 -3.27461 0.16232 0.3787
C 0.82442 0.69997 0.04389 -0.3761
H 4.02774 -1.84822 0.18329 0.4302
```

Summary:
* total charge: +2
* ΔE to the lowest compared entry with this formula, charge and spin: 45.1 kcal per mole
* multiplicity: 1
* Kohn-Sham gap: 9.0 eV
* E_HOMO: -18.239 eV
* lowest unoccupied orbital energy: -9.256 eV
* structure (SMILES): [H]/N=[N+](/C=C(/CC)[N+](C)=C(C)C)CC

Record 4
# C5H5NO

A structure of composition C5H5NO (the ωB97M-V functional and the def2-TZVPD basis, the Open Molecules 2025 dataset).

Geometry as XYZ:
```
12
Properties=species:S:1:pos:R:3:mulliken_charge:R:1
N -0.33782 1.90789 -0.40860 -0.5405
H 1.02357 2.21976 1.26286 0.3369
O -1.55261 0.78405 -2.05059 -0.3734
H 0.31940 -2.54025 0.20148 0.2355
C 0.37956 1.57275 0.58192 0.1089
C -0.24515 -0.67439 -0.16852 0.1538
H -0.92367 -2.18769 -1.29723 0.3512
C 0.51653 0.04818 0.84474 -0.4878
H 1.71303 -0.00196 0.77723 0.2122
H 0.34075 -0.08283 1.85042 0.3755
C -0.27343 -1.92390 -0.52718 -0.7577
C -0.96015 0.87837 -1.06654 0.3853
```

Summary:
* ΔE to the lowest compared entry with this formula, charge and spin: 65.9 kcal per mole
* multiplicity: 1
* Kohn-Sham gap: 9.0 eV
* E_HOMO: -9.045 eV
* lowest unoccupied orbital energy: -0.002 eV

| no. | largest force on an atom (eV/Å) | electronic energy (eV) |
| --- | --- | --- |
| 1 | 0.52 | -127355.38879 |
| 2 | 0.51 | -8292.21508 |
| 3 | 4.37 | -15160.34410 |
| 4 | 6.30 | -8800.56158 |